1.
A structure of composition C57H69HgN12O2S4. Source: the OMol25 dataset; level of theory: ωB97M-V/def2-TZVPD.

Structure (XYZ):
```
145
C57H69HgN12O2S4 | the OMol25 dataset | ωB97M-V/def2-TZVPD
Hg 1.22 -0.26 -0.10
S -2.47 -1.18 2.19
S -1.62 2.25 -3.14
S -1.62 1.14 0.75
S -0.58 -2.91 1.05
O 2.68 -0.13 -1.73
O 3.99 -2.14 0.74
N 0.17 4.03 -2.45
N 5.85 -0.30 1.66
N -1.64 4.85 -3.70
N -0.31 1.29 0.12
N -2.09 -2.37 1.23
N 6.76 0.95 3.37
N 2.42 0.41 1.91
N 4.50 0.95 3.13
N -1.78 0.21 2.06
N 0.36 -2.25 0.14
N 4.66 -2.02 -1.42
N 4.66 -4.04 -0.27
C -2.96 0.68 -0.34
C -2.70 -0.35 -1.23
C 2.63 0.59 -2.86
C -4.93 -0.12 -2.10
C -0.07 -6.49 -0.64
C 0.12 -5.22 -0.13
C -1.74 6.19 -3.12
C -3.70 -0.75 -2.11
C 0.19 -4.61 4.66
C -6.29 -0.03 2.42
C -2.75 2.87 2.63
C -1.34 -7.07 -0.59
C -2.91 -2.83 4.23
C -6.96 -0.88 1.54
C -4.19 1.32 -0.31
C 3.27 2.56 -0.44
C 4.40 -2.71 -0.28
C -0.06 -1.31 -3.51
C 5.37 1.72 -1.52
C -5.18 0.91 -1.20
C -4.91 -0.11 2.54
C -0.95 -4.54 0.44
C 1.34 -1.29 -4.13
C 1.14 5.08 -2.73
C 2.67 2.06 -5.26
C -1.58 7.28 -4.17
C -3.07 -3.08 5.57
C 2.16 -2.47 -3.60
C -2.21 -5.11 0.50
C 2.02 0.07 -4.03
C -2.15 2.72 1.39
C -3.13 4.14 3.05
C -0.30 -4.42 3.37
C -1.93 3.81 0.56
C -2.32 5.07 0.98
C 1.49 5.89 -1.49
C -6.24 -1.80 0.79
C 3.42 0.63 2.45
C -1.90 -0.66 4.80
C 0.03 -3.26 2.70
C 0.84 -2.29 3.27
C 4.91 -4.84 -1.45
C 5.67 0.52 2.69
C 0.99 -3.64 5.25
C -2.07 -0.96 6.13
C 1.31 -2.48 4.56
C -1.00 3.80 -3.11
C -2.92 5.23 2.22
C 4.04 2.45 -1.76
C -4.19 -1.01 1.76
C -4.86 -1.88 0.90
C -2.65 -2.17 6.54
C -2.29 -1.61 3.81
C 3.27 1.85 -2.92
C 3.28 2.55 -4.12
C 2.06 0.82 -5.20
C -2.40 -6.39 -0.02
H 0.75 -7.02 -1.09
H 3.80 3.50 -4.16
H -0.66 -0.48 -3.88
H 5.96 1.67 -2.44
H -3.24 -3.55 3.49
H 0.00 -1.23 -2.43
H -0.56 -2.25 -3.73
H -4.29 -2.56 0.29
H 4.29 3.47 -2.08
H -3.52 -4.02 5.87
H 6.78 -0.62 1.45
H 4.09 -4.78 -2.18
H 3.79 3.25 0.23
H -1.49 -8.06 -1.00
H -6.84 0.68 3.02
H 3.19 -2.43 -3.98
H -5.71 -0.42 -2.79
H -3.58 4.27 4.02
H 1.20 -1.46 -5.20
H 5.08 -0.86 1.26
H 1.09 -1.39 2.73
H -1.74 -0.24 6.87
H -3.02 -4.57 0.96
H -6.76 -2.46 0.11
H -1.42 0.26 4.50
H -4.40 0.52 3.26
H 2.19 -2.47 -2.51
H 1.72 -3.41 -3.94
H -0.60 7.21 -4.65
H 1.09 -4.73 -0.18
H 4.40 -4.50 0.59
H -4.39 2.13 0.38
H 0.76 5.71 -3.53
H 1.59 0.42 -6.09
H 1.36 -3.79 6.26
H 5.84 -4.55 -1.94
H 5.96 2.23 -0.76
H -3.22 6.22 2.55
H -3.38 -6.84 0.02
H -3.49 -1.55 -2.81
H 0.62 6.39 -1.06
H -0.99 6.29 -2.34
H -2.16 5.92 0.33
H 2.24 6.65 -1.73
H -2.88 2.01 3.27
H -2.78 -2.39 7.59
H 6.61 1.70 4.02
H 3.21 1.60 0.05
H 1.93 -1.72 5.02
H -2.71 6.29 -2.63
H -2.47 4.53 -4.16
H -0.06 -5.52 5.20
H 0.55 3.16 -2.10
H 1.91 5.24 -0.72
H -2.34 7.18 -4.94
H 4.78 -2.55 -2.27
H 5.19 0.70 -1.18
H 2.69 2.62 -6.19
H 2.25 2.92 -0.58
H 5.01 -5.88 -1.15
H -1.68 8.26 -3.72
H -1.73 -0.83 -1.24
H -1.45 3.65 -0.40
H 2.04 4.60 -3.11
H -6.14 1.41 -1.19
H 7.68 0.81 3.01
H -0.93 -5.17 2.92
H -8.04 -0.83 1.46
H 4.06 -1.19 -1.54
```

For the HOMO energy (spin up / spin down), the calculation gives -4.274 / -7.036 eV. The value obtained for the LUMO energy (spin up / spin down) is 0.52 / 0.51 eV. Its molar mass is 1283.12 g/mol. The value obtained for the gap between HOMO and LUMO (spin up / spin down) is 0.17603 / 0.27749 Ha. As for the spin multiplicity: 2.



2.
A structure of composition C12H34KO5 in a non-equilibrium geometry. Source: the OMol25 dataset; level of theory: ωB97M-V/def2-TZVPD.

Structure (XYZ):
```
52
C12H34KO5 | the OMol25 dataset | ωB97M-V/def2-TZVPD
K 0.63 -0.07 -0.11
O -0.73 2.25 0.75
O 1.92 -2.52 -0.02
O 2.94 0.98 -1.25
O 1.85 0.05 2.43
O -4.86 -1.96 1.08
C 3.16 -4.47 0.58
C 1.09 -3.73 1.95
C -2.43 2.81 -0.83
C 2.36 3.16 -2.10
C -2.77 2.99 1.77
C -1.83 3.11 0.53
C 2.88 1.75 -2.46
C -4.24 -1.76 -1.13
C 4.24 1.67 -3.10
C 2.30 -3.36 1.08
C -4.26 -1.02 0.25
C -2.83 -0.82 0.74
H -2.23 -1.69 1.02
H -3.14 1.99 1.99
H -4.14 -2.83 -0.95
H 0.77 -4.67 1.49
H 1.29 -3.99 2.99
H -3.44 3.22 -0.97
H -1.56 4.17 0.50
H 2.76 -4.87 -0.35
H 2.40 3.87 -2.92
H 2.21 1.15 -3.08
H 2.75 -2.67 1.79
H -4.90 -1.56 1.96
H 3.22 -5.29 1.30
H -5.25 -1.75 -1.53
H -2.22 -0.17 0.10
H -1.82 3.14 -1.67
H 2.74 -2.17 -0.39
H 2.40 0.80 2.64
H 4.29 2.15 -4.08
H -2.39 3.33 2.74
H -4.79 -0.07 0.20
H -3.58 -1.40 -1.92
H 3.78 0.51 -1.25
H 2.22 -0.68 2.94
H 4.69 0.68 -3.09
H 0.35 -2.93 1.96
H -2.90 -0.16 1.60
H 4.17 -4.14 0.32
H -3.64 3.61 1.58
H 1.33 3.21 -1.74
H -0.26 2.63 1.49
H 4.94 2.22 -2.48
H 3.02 3.60 -1.34
H -2.48 1.74 -1.03
```

For the HOMO energy (spin up / spin down), the calculation gives -15.513 / -15.513 eV. The value obtained for the LUMO energy (spin up / spin down) is -5.67 / -12.51 eV. Its molar mass is 297.50 g/mol. The value obtained for the gap between HOMO and LUMO (spin up / spin down) is 0.36162 / 0.11041 Ha. As for the spin multiplicity: 2. Its charge is +2.



Across the entries above, energy takes the values -4766.92902; -1453.08430 hartree, respectively.